1.
# H66O33

A cluster of 33 separate species, H66O33 in total in a non-equilibrium geometry (ωB97M-V/def2-TZVPD, the OMol25 dataset).

Calculated values
HOMO-LUMO gap (eV): 9.1
Relative energy (zero: lowest compared OMol25 entry of this formula, charge and spin) (kJ/mol): 424.3
HOMO level (eV): -10.0
2S+1: 1
LUMO (eV): -0.960

Each line ends with the Mulliken charge.
Cartesian coordinates (Å):
1 O -3.41605 2.37672 0.29795  -0.56
2 O 0.55195 -2.69268 -4.82304  -0.64
3 O 4.67040 -4.04485 1.89525  -0.63
4 O 2.94201 3.41909 3.93807  -0.58
5 O -2.52966 1.15218 4.10855  -0.74
6 O -4.57768 -1.16053 -3.28400  -0.61
7 O -1.99613 1.24979 -1.96602  0.23
8 O 0.22285 4.42885 3.80555  -0.61
9 O 0.62671 3.04605 -4.35442  -0.60
10 O 2.90245 1.72381 0.60582  -0.51
11 O -2.10005 -1.55140 0.98312  0.04
12 O 3.97655 0.92817 3.18804  -0.67
13 O 0.04779 -0.18676 -0.51370  -0.21
14 O -0.27875 2.08698 1.01207  0.30
15 O -2.27456 3.52710 2.46409  -0.67
16 O 0.73224 3.59788 -1.29441  -0.59
17 O -0.69464 -4.08650 -0.03178  -0.48
18 O -4.68325 -0.04504 -0.47123  -0.56
19 O 1.74763 4.66116 1.41396  -0.59
20 O 4.03341 -4.41493 -1.73070  -0.67
21 O -1.01321 -0.30476 -4.84834  -0.68
22 O -1.84146 -3.74408 -2.44155  -0.55
23 O 3.22922 -1.09905 0.62270  -0.31
24 O 4.97852 -0.69797 -1.61650  -0.60
25 O 2.30856 -2.24776 2.92646  -0.68
26 O -1.69703 4.85313 -1.35424  -0.60
27 O -3.96895 -4.00651 -0.30554  -0.66
28 O 2.34086 -4.66124 0.67834  -0.52
29 O -3.79202 2.15407 -4.15049  -0.64
30 O 3.31074 -2.33365 -3.75339  -0.70
31 O -2.46837 -4.25825 2.19054  -0.67
32 O 0.40897 -0.30959 4.10412  -0.49
33 O -4.17132 -0.06989 2.37641  -0.71
34 H -1.70011 -0.75465 0.63460  0.18
35 H -3.50929 -0.74142 2.21211  0.27
36 H -3.15021 -3.51205 -0.34305  0.34
37 H 0.54122 -0.59869 5.00699  0.22
38 H 1.57495 -4.34026 0.20232  0.33
39 H 3.87273 -1.22337 -0.07492  0.25
40 H 0.01761 0.65580 -0.06048  0.12
41 H 0.07464 -1.87205 -4.94543  0.40
42 H -1.41392 5.76374 -1.27135  0.26
43 H 0.63963 5.00897 4.44271  0.27
44 H -3.15277 -4.33962 1.52630  0.38
45 H 2.16531 5.28181 2.01109  0.28
46 H -3.30786 1.55306 -3.58427  0.24
47 H -0.72635 2.92751 1.10895  -0.02
48 H -4.27217 2.77600 0.14345  0.27
49 H 4.74389 -3.29848 2.49003  0.32
50 H 3.69615 -4.15718 -0.87276  0.37
51 H 2.81766 2.57342 3.50723  0.31
52 H 1.15962 2.32416 -4.68774  0.30
53 H -1.28872 -3.32416 -3.10062  0.26
54 H -4.13343 0.73779 -0.50472  0.29
55 H 5.43503 -0.03330 -1.10072  0.26
56 H -4.63068 -0.33647 0.43900  0.33
57 H -1.04604 1.22670 -1.85186  0.12
58 H -0.64747 -5.02952 -0.18900  0.30
59 H -3.07765 2.82656 1.07214  0.25
60 H 2.81885 -1.60788 3.42282  0.30
61 H -0.06753 3.95279 -1.68253  0.38
62 H 2.94975 -0.18808 0.53184  0.23
63 H -2.58075 -4.09610 -2.93730  0.23
64 H 0.86897 -0.96039 3.57393  0.39
65 H 2.01208 2.01019 0.80943  0.19
66 H -5.00785 -1.94088 -2.93436  0.26
67 H -2.55433 4.82871 -0.92918  0.27
68 H -3.14573 3.80903 2.74301  0.26
69 H 0.84170 3.09284 -3.42285  0.36
70 H -1.66252 -4.12949 1.69029  0.30
71 H 2.29521 4.67772 0.62903  0.25
72 H 3.63774 -1.49468 -3.42868  0.29
73 H -1.48950 -0.14471 -4.03362  0.28
74 H 0.94296 -0.49869 -0.38104  0.07
75 H 2.59163 -2.12919 2.01979  0.21
76 H 3.31783 2.49189 0.21371  0.19
77 H -1.67222 4.05817 2.98503  0.15
78 H -0.80546 0.56863 -5.18041  0.30
79 H -2.55633 1.85778 3.46229  0.42
80 H 3.70226 3.80197 3.50029  0.30
81 H 4.31205 0.07901 3.47544  0.24
82 H -4.50943 1.62698 -4.50223  0.32
83 H -1.46688 -2.24250 0.78893  0.04
84 H 2.17953 -5.59827 0.78866  0.20
85 H 3.90616 0.84891 2.23672  0.38
86 H 1.36362 -2.43529 -4.38580  0.34
87 H -3.77915 0.49616 3.04126  0.37
88 H -4.15191 -4.23723 -1.21632  0.24
89 H -2.33005 1.58082 -1.13226  -0.02
90 H 0.71558 3.90451 -0.38781  0.09
91 H 3.86347 -3.65874 -2.29243  0.33
92 H 5.63592 -1.37681 -1.76893  0.34
93 H 0.95077 4.05673 3.30767  0.33
94 H 3.89646 -3.85410 1.36528  0.29
95 H 3.89417 -2.55378 -4.47961  0.30
96 H -1.02586 -3.72259 -0.85281  0.25
97 H -4.04290 -0.83627 -2.55936  0.29
98 H -1.59851 0.95529 4.21061  0.31
99 H -0.45893 1.62346 1.82994  -0.04

Cartesian forces, eV/Å:
O -0.02 0.27 -0.47
O -0.20 -0.61 0.09
O 0.80 0.09 0.04
O -0.42 0.78 0.16
O -0.19 0.21 0.43
O 0.17 -0.09 -0.75
O -0.09 -0.18 -0.63
O -0.89 0.17 -0.14
O -0.17 0.06 -0.26
O 0.37 -0.24 0.06
O -0.46 0.07 0.22
O 0.05 0.01 0.17
O 0.02 -0.40 -0.33
O 0.63 -0.20 -0.05
O -0.36 -0.06 -0.12
O 0.99 -0.35 -0.24
O 0.85 0.18 0.75
O -0.30 -0.24 -0.95
O -0.14 -0.23 -0.32
O 0.41 -0.08 -0.10
O 0.25 -0.25 -0.15
O -0.07 0.02 0.11
O -0.23 -0.41 0.36
O -0.34 -0.03 -0.05
O -0.49 -0.17 0.78
O 0.15 0.09 0.06
O -0.30 -0.22 0.13
O 0.03 0.23 -0.13
O -0.09 0.34 -0.23
O -0.11 -0.11 0.18
O 0.01 -0.17 0.71
O -0.29 0.76 0.10
O -0.86 0.05 -0.52
H 0.19 0.12 -0.41
H 0.44 -0.49 0.00
H 0.18 0.46 -0.06
H -0.05 -0.07 0.24
H -0.54 0.29 -0.13
H 0.32 -0.14 -0.55
H -0.09 0.64 0.19
H -0.41 0.58 -0.13
H 0.06 0.35 -0.07
H 0.05 -0.01 0.27
H -0.32 -0.09 -0.18
H 0.03 0.24 0.25
H 0.30 -0.08 0.40
H -0.28 0.29 -0.11
H -0.43 -0.09 -0.21
H -0.02 0.04 0.21
H -0.20 -0.26 0.41
H 0.22 -0.62 0.06
H 0.17 -0.15 -0.10
H 0.47 0.25 -0.49
H 0.06 -0.05 0.26
H 0.18 0.32 0.06
H 0.06 0.08 0.54
H 0.33 -0.17 -0.03
H -0.20 -0.30 -0.05
H 0.45 -0.10 0.15
H 0.19 0.15 0.10
H -0.70 0.15 0.02
H -0.06 0.56 -0.07
H -0.15 -0.08 -0.11
H 0.15 -0.61 -0.44
H -0.77 0.18 0.14
H -0.18 0.00 0.22
H -0.30 -0.29 -0.02
H -0.39 0.23 0.24
H 0.13 0.00 0.40
H 0.13 -0.04 -0.13
H 0.22 0.16 -0.32
H 0.08 0.43 0.24
H -0.28 0.06 0.36
H 0.29 -0.33 -0.02
H 0.09 0.22 -0.58
H 0.15 0.06 -0.23
H 0.89 0.37 0.50
H -0.06 0.33 -0.12
H 0.28 0.45 -0.12
H 0.30 -0.09 -0.01
H 0.17 -0.11 0.20
H -0.20 -0.20 -0.08
H 0.28 -0.17 0.16
H 0.19 -0.27 0.14
H -0.14 0.02 -0.47
H 0.43 -0.04 0.20
H 0.16 -0.29 0.36
H -0.12 -0.09 -0.07
H -0.27 0.32 0.39
H -0.26 0.05 0.18
H -0.25 0.23 -0.44
H 0.26 -0.40 -0.06
H 0.43 -0.28 -0.03
H -0.49 -0.28 -0.02
H 0.10 -0.19 -0.35
H -0.29 0.01 -0.77
H -0.02 0.17 0.64
H 0.45 -0.42 0.08
H -0.14 -0.26 0.48

2.
# H6IO3

A cluster of 4 separate species, H6IO3 in total in a non-equilibrium geometry (ωB97M-V/def2-TZVPD, the OMol25 dataset).

Calculated values
HOMO-LUMO gap (eV): 8.1
Net charge: -1
Relative energy (zero: lowest compared OMol25 entry of this formula, charge and spin) (kJ/mol): 81.3
HOMO level (eV): -4.6
2S+1: 1
LUMO (eV): 3.501

Each line ends with the Mulliken charge.
Cartesian coordinates (Å):
1 I 0.69423 0.56364 -1.38588  -0.69
2 O -0.55906 3.69243 -0.07240  -0.63
3 O 1.43697 -1.78798 1.55138  -0.64
4 O -1.38648 -2.40202 -0.69593  -0.62
5 H 0.27653 4.22301 -0.03585  0.31
6 H -0.77225 -1.69188 -1.20609  0.24
7 H -1.18345 -2.35577 0.24333  0.29
8 H 1.34074 -1.35973 0.63055  0.25
9 H -0.24619 2.88274 -0.51569  0.22
10 H 0.39896 -1.76444 1.48660  0.29

Cartesian forces, eV/Å:
I 0.02 -0.23 0.03
O 1.33 0.84 -0.06
O -4.09 1.02 -2.65
O 1.50 1.67 -1.83
H -1.17 -0.65 0.02
H -1.78 -1.92 2.06
H 0.19 0.29 -0.28
H 1.81 -0.26 1.07
H -0.20 -0.20 0.08
H 2.41 -0.56 1.57

3.
# H6IP5

A structure of composition H6IP5 in a non-equilibrium geometry (ωB97M-V/def2-TZVPD, the OMol25 dataset).

Calculated values
HOMO-LUMO gap (alpha / beta) (eV): 5.2 / 5.5
Relative energy (zero: lowest compared OMol25 entry of this formula, charge and spin) (kJ/mol): 236.1
HOMO level (alpha / beta) (eV): -7.9 / -8.0
2S+1: 1
LUMO (alpha / beta) (eV): -2.701 / -2.523

Each line ends with the Mulliken charge.
Cartesian coordinates (Å):
1 I 2.07581 1.67718 1.05189  -0.48
2 P -1.24674 1.22371 -0.30906  0.14
3 P -0.42472 -0.60900 -0.99951  0.12
4 P 0.50270 -1.21751 0.95710  -0.27
5 P 1.32987 -0.17792 -2.17134  -0.04
6 P -2.09517 0.66098 1.60525  -0.13
7 H 1.07446 1.09366 -2.58359  0.08
8 H -0.83556 0.24235 2.10310  0.17
9 H 1.39906 -2.21956 0.68668  0.11
10 H -2.04380 2.15348 1.82106  0.12
11 H -0.50895 -2.06846 1.08070  0.12
12 H 0.77304 -0.75891 -3.24229  0.06

Cartesian forces, eV/Å:
I -0.69 0.33 -0.42
P 1.05 0.01 -0.07
P -0.01 -0.35 1.13
P 0.44 1.85 -0.29
P 1.46 -0.14 1.48
P -0.27 1.82 -0.49
H -0.37 1.17 -0.26
H 0.13 0.21 0.38
H 0.67 -0.67 -0.72
H 0.03 -1.65 0.32
H -1.80 -1.79 0.67
H -0.65 -0.80 -1.72

4.
# H6MgO15S3

A structure of composition H6MgO15S3 in a non-equilibrium geometry (ωB97M-V/def2-TZVPD, the OMol25 dataset).

Calculated values
HOMO-LUMO gap (eV): 3.8
Net charge: -4
Relative energy (zero: lowest compared OMol25 entry of this formula, charge and spin) (kJ/mol): 0.0
HOMO level (eV): 4.9
2S+1: 1
LUMO (eV): 8.762

Each line ends with the Mulliken charge.
Cartesian coordinates (Å):
1 S 0.56826 -1.56915 2.84971  1.07
2 S 0.25147 2.35574 -2.33160  1.10
3 S -1.18065 -2.33176 -1.43384  1.07
4 Mg 0.10733 0.26142 0.19264  1.06
5 O -0.81606 -2.03359 2.92128  -0.80
6 O -0.15789 -3.39494 -1.35785  -0.80
7 O 0.00165 1.73808 -3.63001  -0.79
8 O 0.55758 -0.54212 1.81971  -0.73
9 O 0.54462 1.98952 1.04968  -0.15
10 O 1.62677 2.80555 -2.28113  -0.84
11 O -0.64137 -1.15586 -0.76457  -0.56
12 O 1.35673 -2.66319 2.38734  -0.81
13 O -1.83432 0.62490 0.78742  -0.42
14 O 0.03255 1.33086 -1.32638  -0.10
15 O -0.63901 3.44835 -2.14099  -0.80
16 O 1.07742 -1.10864 4.07054  -0.76
17 O -2.53085 -2.64716 -0.84858  -0.85
18 O -1.38441 -1.85226 -2.80286  -0.74
19 O 1.88507 -0.30709 -0.42334  -0.35
20 H 2.41278 -0.12173 -1.20013  0.23
21 H 2.31693 -1.05633 -0.01301  0.24
22 H -2.49635 0.20267 0.24001  0.20
23 H -0.03333 2.73260 1.22302  0.17
24 H -2.33728 1.14463 1.41444  0.16
25 H 1.31236 2.14949 1.59852  0.22

Cartesian forces, eV/Å:
S -3.75 -2.92 -3.01
S 0.51 -2.40 -2.43
S -0.98 0.44 -0.96
Mg -0.83 -1.15 -0.54
O -1.54 -0.03 1.41
O -0.61 -0.86 0.02
O -0.16 -0.19 -1.53
O 1.23 2.51 -0.24
O 0.54 1.67 1.24
O 2.91 1.08 0.56
O 0.04 0.45 1.70
O 3.01 -2.69 -1.13
O -1.00 0.75 0.47
O -0.45 -0.03 0.58
O -2.69 3.57 1.13
O 1.89 2.79 5.16
O 0.70 -0.72 0.12
O -0.42 -0.96 -1.78
O 2.20 -0.08 -0.15
H -0.52 0.43 -0.48
H -0.45 -0.52 0.55
H 0.21 -0.75 -0.61
H -0.28 0.05 -0.53
H 0.22 0.00 0.28
H 0.22 -0.45 0.17

5.
# H6N2

A cluster of 2 separate species, H6N2 in total (ωB97M-V/def2-TZVPD, the OMol25 dataset).

Calculated values
HOMO-LUMO gap (eV): 10.9
Relative energy (zero: lowest compared OMol25 entry of this formula, charge and spin) (kJ/mol): 12.0
HOMO level (eV): -10.0
Structure (SMILES): N.N
2S+1: 1
LUMO (eV): 0.954

Each line ends with the Mulliken charge.
Cartesian coordinates (Å):
1 N 2.58433 -9.85902 -1.36784  -0.70
2 N 0.57943 -11.91361 -2.96740  -0.66
3 H 2.76845 -10.26384 -2.29134  0.21
4 H -0.04034 -12.46275 -3.57151  0.21
5 H 1.70831 -9.33214 -1.44273  0.24
6 H 2.40794 -10.64126 -0.72940  0.26
7 H 0.68330 -10.99276 -3.40545  0.22
8 H 1.49999 -12.36338 -2.99742  0.22

Cartesian forces, eV/Å:
N -0.22 -0.17 -0.14
N 0.11 -0.07 -0.48
H -0.10 0.21 0.50
H 0.32 0.26 0.26
H 0.41 -0.34 0.05
H -0.01 0.38 -0.38
H -0.06 -0.48 0.20
H -0.46 0.21 -0.02